No. 1
Computed, not measured: a 3-piece molecular cluster, C4H13NOS2 overall, with wB97M-V/def2-TZVPD.

Geometry (Å):
N 2.16 1.06 0.34
C 1.58 -0.06 1.06
C 1.50 -1.22 0.01
S 0.16 -2.39 0.42
S -0.72 1.58 -1.07
C -1.64 0.00 -0.87
C -1.30 -1.04 -1.91
H 2.22 1.87 0.95
H 1.61 1.40 -0.47
H 2.19 -0.35 1.93
H 0.59 0.11 1.49
H 2.43 -1.69 0.08
H 1.62 -0.83 -1.04
H -2.71 0.26 -1.01
H -1.55 -0.21 0.18
H -1.47 -0.63 -2.92
H -0.25 -1.38 -1.95
H -1.89 -1.98 -1.75
H -1.36 1.95 1.36
H -1.66 2.07 2.95
O -1.48 1.46 2.22

As for the spin multiplicity: 1. For the LUMO energy, the calculation gives -4.1 eV. As for the total charge: 0. The calculation puts the total energy at -1086.3799 Ha.

Mulliken population analysis, charges in e, atoms 1 to 8:
1. N -0.586
2. C -0.180
3. C -0.894
4. S -0.048
5. S -0.254
6. C -0.361
7. C -1.241
8. H 0.273

No. 2
Computed, not measured: C30H34N2NaSSb3Se4 as an isolated structure, with wB97M-V/def2-TZVPD.

Geometry (Å):
Na -1.67 1.10 -2.19
C 1.18 -1.06 1.10
C 0.17 -0.01 1.55
C -1.10 -0.69 2.10
Sb -2.40 -1.74 0.67
C -3.95 -1.93 2.19
C -5.22 -1.39 2.00
C -6.21 -1.57 2.95
C -5.96 -2.31 4.10
C -4.70 -2.86 4.30
C -3.71 -2.67 3.35
C -3.39 -0.08 -0.26
C -3.51 1.16 0.37
C -4.28 2.17 -0.20
C -4.92 1.95 -1.41
C -4.80 0.73 -2.05
C -4.04 -0.28 -1.48
Sb 2.99 -0.43 0.04
C 4.17 -0.07 1.83
C 4.89 1.11 1.99
C 5.75 1.28 3.07
C 5.92 0.26 4.00
C 5.22 -0.92 3.84
C 4.35 -1.09 2.77
C 2.76 1.65 -0.38
C 3.15 2.09 -1.64
C 3.18 3.45 -1.94
C 2.82 4.37 -0.97
C 2.43 3.94 0.30
C 2.40 2.58 0.59
H 1.53 -1.64 1.95
H 0.68 -1.73 0.40
H -0.07 0.68 0.74
H 0.60 0.59 2.36
H -1.73 0.03 2.62
H -0.79 -1.45 2.82
H -5.43 -0.82 1.11
H -7.19 -1.14 2.79
H -6.74 -2.45 4.84
H -4.49 -3.43 5.19
H -2.73 -3.12 3.50
H -3.01 1.35 1.31
H -4.34 3.13 0.28
H -5.48 2.75 -1.88
H -5.29 0.58 -3.01
H -3.96 -1.24 -1.97
H 4.76 1.92 1.28
H 6.29 2.21 3.18
H 6.60 0.39 4.83
H 5.35 -1.73 4.56
H 3.82 -2.02 2.65
H 3.43 1.38 -2.41
H 3.44 3.79 -2.93
H 2.80 5.42 -1.21
H 2.13 4.66 1.04
H 2.11 2.26 1.58
C 2.09 -4.23 -1.72
N 2.07 -3.25 -2.79
C 1.01 -2.42 -2.98
S -0.47 -2.64 -2.21
N 1.16 -1.44 -3.87
C 2.32 -1.22 -4.69
H 2.95 -4.88 -1.86
H 1.17 -4.81 -1.77
H 2.14 -3.76 -0.73
H 2.97 -2.86 -3.03
H 0.36 -0.83 -4.03
H 2.58 -2.12 -5.26
H 3.20 -0.91 -4.11
H 2.08 -0.42 -5.39
Se -4.24 3.10 -5.19
Sb -1.93 3.45 -4.44
Se -0.73 1.18 -4.68
Se -0.64 5.20 -5.54
Se -1.90 3.74 -1.93

As for the spin multiplicity: 1. For the LUMO energy, the calculation gives 3.4 eV. As for the total charge: -2. The calculation puts the total energy at -12160.1687 Ha.

Mulliken population analysis, charges in e, atoms 1 to 8:
1. Na 0.496
2. C -0.695
3. C 0.160
4. C -1.795
5. Sb 0.739
6. C 0.130
7. C -0.130
8. C -0.679

No. 3
Computed, not measured: a 2-piece molecular cluster, C6H12O2 overall, with wB97M-V/def2-TZVPD.

Geometry (Å):
C 1.06 -1.15 -1.79
C 0.93 -0.76 -0.39
C -0.23 -0.18 -0.12
C -0.70 0.42 1.11
C -0.10 1.56 1.49
O -0.60 2.22 2.62
C 2.03 -0.78 0.58
H 2.07 -1.33 -2.06
H 0.45 -1.85 -2.31
H 0.73 -0.30 -2.48
H -0.96 -0.07 -0.87
H -1.53 -0.03 1.67
H 0.90 1.96 1.14
H -0.87 3.11 2.47
H 2.14 0.08 1.12
H 3.00 -1.23 0.21
H 1.84 -1.60 1.22
H -1.79 -1.73 -3.29
H -1.84 -1.28 -1.69
O -2.17 -1.02 -2.66

As for the spin multiplicity: 1. As for the structure (SMILES): CC(C)=C/C=C/O.O. For the LUMO energy, the calculation gives 0.8 eV. As for the total charge: 0. The calculation puts the total energy at -386.1841 Ha.

Mulliken population analysis, charges in e, atoms 1 to 8:
1. C -1.540
2. C 1.450
3. C -0.746
4. C -0.880
5. C -0.163
6. O -0.518
7. C -1.325
8. H 0.389

No. 4
Computed, not measured: a 2-piece molecular cluster, C5H14 overall, with wB97M-V/def2-TZVPD.

Geometry (Å):
C -0.85 1.49 -1.31
C -0.40 2.70 -2.15
H -1.60 1.77 -0.55
H -1.41 0.89 -2.01
H 0.01 1.02 -0.82
H 0.15 2.46 -3.05
H 0.23 3.35 -1.52
H -1.24 3.33 -2.47
C -0.03 -1.09 1.08
C 0.19 -1.73 2.44
C 1.11 -1.48 0.10
H -0.95 -1.40 0.64
H 0.02 0.00 1.20
H 1.12 -1.45 2.92
H 2.16 -1.50 0.50
H 0.92 -2.45 -0.34
H 0.31 -2.82 2.43
H -0.67 -1.54 3.09
H 1.16 -0.86 -0.79

As for the spin multiplicity: 1. As for the structure (SMILES): CCC.CC. For the LUMO energy, the calculation gives 1.1 eV. As for the total charge: 0. The calculation puts the total energy at -198.8759 Ha.

Mulliken population analysis, charges in e, atoms 1 to 8:
1. C -0.484
2. C -1.035
3. H 0.319
4. H 0.305
5. H -0.032
6. H 0.292
7. H 0.295
8. H 0.307

No. 5
Computed, not measured: C4H7N3S in the gas phase, with wB97M-V/def2-TZVPD.

Geometry (Å):
C 0.09 -0.85 0.64
C 1.24 -0.02 0.22
C 1.31 0.40 -1.23
C -0.12 2.08 0.04
H -2.40 -2.38 -0.31
H -1.92 -1.94 1.27
H 0.01 -1.18 1.69
H 2.15 -0.12 0.82
H 2.29 0.50 -1.71
H 0.47 0.08 -1.89
H -0.53 2.54 -0.90
N -1.97 -1.64 0.29
N -0.82 -1.11 -0.21
N 1.01 1.35 -0.22
S -0.79 2.28 1.49

As for the spin multiplicity: 1. As for the structure (SMILES): N/N=C/[C@H]1CN1C=S. For the LUMO energy, the calculation gives 0.4 eV. As for the total charge: 0. The calculation puts the total energy at -718.9693 Ha.

Mulliken population analysis, charges in e, atoms 1 to 8:
1. C -0.376
2. C -0.117
3. C -0.394
4. C -0.049
5. H 0.237
6. H 0.241
7. H 0.386
8. H 0.345

For reference, ΔE to the lowest compared entry with this formula, charge and spin by record: 126.36 19.51 85.41 8.34 83.61 kcal per mole.
For reference, gap between HOMO and LUMO by record: 3.93 4.41 9.29 12.57 8.83 eV.
For reference, E_HOMO by record: -8.03 -0.98 -8.50 -11.44 -8.41 eV.